1.
A structure of composition C3H12KO3. Source: the OMol25 dataset; level of theory: ωB97M-V/def2-TZVPD.

Last column: Mulliken spin population.
Positions of all 19 atoms, in Å:
K -10.04 21.58 10.10  -0.004
C -6.88 22.62 11.36  0.007
O -7.44 21.40 10.86  0.068
H -6.71 22.69 12.44  0.007
H -5.94 22.90 10.88  0.009
H -7.63 23.37 11.17  -0.001
H -6.82 20.75 11.19  -0.002
C -11.43 21.15 13.36  0.045
O -11.14 20.24 12.31  0.361
H -10.97 22.14 13.30  0.005
H -12.51 21.18 13.49  0.018
H -11.00 20.75 14.29  0.064
H -11.79 19.55 12.41  -0.010
C -13.54 23.03 9.14  0.035
O -12.78 22.09 9.86  0.317
H -14.43 22.60 8.68  0.032
H -13.87 23.86 9.77  0.055
H -12.90 23.44 8.36  0.003
H -13.45 21.65 10.38  -0.008

## Properties
Charge: +2
HOMO (spin up / spin down) in eV: -17.9 / -17.2
Multiplicity: 2
Molar mass in Da: 135.22
Orbital gap (spin up / spin down) in eV: 10.87 / 2.74
Total energy in a.u.: -946.40944



2.
A structure of composition C3H12LiO7S. Source: the OMol25 dataset; level of theory: ωB97M-V/def2-TZVPD.

Last column: natural (NBO) charge in e.
Positions of all 24 atoms, in Å:
Li -0.33 0.06 0.04  0.921
S -3.39 -1.15 -0.92  2.640
O -3.55 -2.57 -0.67  -1.126
O -3.46 -0.98 -2.39  -1.140
O -4.47 -0.49 -0.27  -1.108
O -2.11 -0.68 -0.45  -1.221
C 1.30 1.40 -1.97  -0.224
O -0.02 1.14 -1.60  -0.794
H 1.99 1.89 -1.31  0.168
H 1.21 2.01 -2.67  0.163
H 1.75 0.53 -2.28  0.154
H -0.73 1.04 -2.35  0.544
C 1.56 -2.30 -0.11  -0.283
O 1.01 -1.46 0.89  -0.721
H 1.26 -3.40 -0.22  0.201
H 2.70 -2.42 0.08  0.152
H 1.62 -2.03 -1.25  0.202
H 1.51 -1.42 1.58  0.464
C 0.36 1.42 2.82  -0.239
O 0.49 2.09 1.62  -0.736
H 1.05 1.85 3.51  0.146
H 0.18 0.49 2.89  0.179
H -0.39 1.86 3.27  0.173
H 0.45 3.12 1.75  0.484

## Properties
Charge: -1
HOMO in eV: -2.1
Relative energy (zero: lowest compared OMol25 entry of this formula, charge and spin) in kcal per mole: 40.98
Molar mass in Da: 199.13
Orbital gap in eV: 3.89
Total energy in a.u.: -1053.80330



3.
A cluster of 2 separate species, C3H12N2O in total. Source: the OMol25 dataset; level of theory: ωB97M-V/def2-TZVPD.

Last column: natural (NBO) charge in e.
Positions of all 18 atoms, in Å:
N 1.03 -1.74 0.03  -0.837
C 0.90 -0.45 -0.68  -0.215
C -0.56 -0.06 -0.91  -0.429
C -0.74 1.45 -1.02  -0.211
N -2.05 1.86 -0.52  -0.827
H 0.57 -2.42 -0.60  0.353
H 2.00 -2.03 -0.08  0.361
H 1.36 0.31 -0.04  0.175
H 1.53 -0.36 -1.58  0.172
H -1.12 -0.41 -0.04  0.227
H -0.93 -0.55 -1.82  0.197
H 0.02 1.93 -0.40  0.181
H -0.51 1.88 -2.01  0.167
H -2.05 2.87 -0.44  0.350
H -2.81 1.77 -1.19  0.351
O 1.19 -0.94 2.79  -0.955
H 1.04 -1.44 1.99  0.487
H 0.97 -0.07 2.51  0.453

## Properties
HOMO in eV: -9.7
Relative energy (zero: lowest compared OMol25 entry of this formula, charge and spin) in kcal per mole: 7.10
Molar mass in Da: 92.14
Orbital gap in eV: 10.57
Total energy in a.u.: -306.23263



4.
A cluster of 2 separate species, C3H12N2O in total. Source: the OMol25 dataset; level of theory: ωB97M-V/def2-TZVPD.

Last column: natural (NBO) charge in e.
Positions of all 18 atoms, in Å:
C -2.20 -0.98 -0.56  -0.627
C -0.58 -1.09 -0.51  -0.200
N 0.05 0.24 -0.39  -0.669
C 1.38 0.22 -0.96  -0.078
N 2.44 0.59 0.08  -0.844
H -2.45 -0.10 -1.11  0.199
H -2.51 -1.98 -0.89  0.219
H -2.51 -0.68 0.46  0.234
H -0.13 -1.55 -1.49  0.162
H -0.36 -1.82 0.24  0.193
H -0.44 0.94 -0.81  0.370
H 2.01 -0.74 -1.24  0.209
H 1.47 0.97 -1.75  0.183
H 2.41 -0.13 0.81  0.344
H 2.19 1.45 0.56  0.343
O -0.91 0.83 1.98  -1.048
H -1.22 1.69 2.34  0.496
H -0.18 0.61 1.38  0.515

## Properties
HOMO in eV: -9.2
Relative energy (zero: lowest compared OMol25 entry of this formula, charge and spin) in kcal per mole: 42.52
Molar mass in Da: 92.14
Orbital gap in eV: 10.15
Total energy in a.u.: -306.17618



5.
A cluster of 2 separate species, C3H12N2O in total. Source: the OMol25 dataset; level of theory: ωB97M-V/def2-TZVPD.

Last column: natural (NBO) charge in e.
Positions of all 18 atoms, in Å:
C -0.39 -0.49 2.46  -0.403
N -1.14 -0.42 1.21  -0.647
C -0.51 -0.81 -0.04  -0.226
C -1.09 -0.06 -1.25  -0.233
N -0.34 1.19 -1.46  -0.849
H -1.01 -0.03 3.23  0.204
H -0.26 -1.53 2.77  0.159
H 0.59 -0.07 2.28  0.197
H -2.05 -0.85 1.26  0.357
H -0.69 -1.89 -0.19  0.168
H 0.58 -0.81 0.06  0.182
H -2.09 0.22 -0.92  0.186
H -0.92 -0.70 -2.12  0.195
H -0.20 1.65 -0.56  0.355
H -0.89 1.87 -1.98  0.357
O 3.00 0.57 -0.94  -0.942
H 2.08 0.28 -1.09  0.480
H 3.31 0.04 -0.19  0.461

## Properties
HOMO in eV: -8.7
Relative energy (zero: lowest compared OMol25 entry of this formula, charge and spin) in kcal per mole: 18.60
Molar mass in Da: 92.14
Orbital gap in eV: 9.66
Total energy in a.u.: -306.21430



6.
A cluster of 2 separate species, C3H12N2O in total. Source: the OMol25 dataset; level of theory: ωB97M-V/def2-TZVPD.

Last column: natural (NBO) charge in e.
Positions of all 18 atoms, in Å:
C -0.82 0.56 -1.83  -0.413
N -0.91 0.56 -0.37  -0.668
C -1.06 -0.74 0.28  -0.222
C 0.22 -1.22 0.93  -0.235
N 1.27 -1.44 -0.06  -0.841
H -1.70 1.02 -2.30  0.183
H -0.74 -0.44 -2.22  0.203
H 0.04 1.15 -2.16  0.194
H -1.66 1.18 -0.10  0.370
H -1.81 -0.66 1.06  0.193
H -1.35 -1.49 -0.46  0.182
H 0.51 -0.55 1.75  0.185
H 0.03 -2.17 1.43  0.187
H 2.00 -2.01 0.37  0.356
H 1.78 -0.56 -0.21  0.357
O 1.17 1.93 1.07  -0.985
H 0.70 2.76 1.24  0.463
H 0.58 1.41 0.49  0.489

## Properties
HOMO in eV: -9.1
Relative energy (zero: lowest compared OMol25 entry of this formula, charge and spin) in kcal per mole: 7.93
Molar mass in Da: 92.14
Orbital gap in eV: 10.02
Total energy in a.u.: -306.23130



7.
A cluster of 3 separate species, C3H12N2O3 in total. Source: the OMol25 dataset; level of theory: ωB97M-V/def2-TZVPD.

Last column: Mulliken spin population.
Positions of all 20 atoms, in Å:
N -2.42 2.30 0.86  0.241
C -1.93 0.92 0.94  0.725
C -0.43 0.81 0.74  1.400
N -0.07 0.55 -0.54  -0.335
C 1.34 0.66 -0.88  1.621
O 0.38 0.94 1.65  -0.953
H -2.41 2.61 -0.11  -0.274
H -1.81 2.91 1.40  0.039
H -2.16 0.53 1.92  -0.099
H -2.43 0.31 0.18  -0.400
H -0.70 0.91 -1.24  -0.470
H 1.90 -0.07 -0.30  0.047
H 1.50 0.48 -1.95  -0.765
H 1.69 1.67 -0.69  0.037
H 2.92 0.30 3.12  0.019
H 3.51 -1.08 3.12  -0.039
O 2.74 -0.60 3.43  0.009
H -0.03 -4.15 -3.64  -0.151
H -1.07 -5.29 -3.74  -0.104
O -0.51 -4.70 -4.27  0.451

## Properties
Charge: -1
HOMO (spin up / spin down) in eV: 0.9 / -6.0
Multiplicity: 2
Relative energy (zero: lowest compared OMol25 entry of this formula, charge and spin) in kcal per mole: 10.01
Molar mass in Da: 124.14
Orbital gap (spin up / spin down) in eV: 2.43 / 9.41
Total energy in a.u.: -456.70171



8.
A cluster of 3 separate species, C3H12N2O3 in total. Source: the OMol25 dataset; level of theory: ωB97M-V/def2-TZVPD.

Last column: natural (NBO) charge in e.
Positions of all 20 atoms, in Å:
C 0.44 0.44 -1.61  -0.421
N 0.62 0.76 -0.19  -0.643
C -0.02 -0.15 0.73  -0.333
C -1.45 0.35 1.01  0.687
N -1.57 1.65 1.38  -0.816
O -2.31 -0.52 1.03  -0.649
H 1.09 -0.36 -2.05  0.163
H 0.61 1.38 -2.13  0.193
H -0.57 0.16 -1.86  0.209
H 1.59 0.82 0.03  0.370
H 0.60 -0.24 1.66  0.218
H -0.07 -1.18 0.43  0.230
H -0.75 2.13 1.79  0.403
H -2.44 2.08 1.68  0.400
O -1.64 -2.21 -0.84  -0.984
H -2.22 -1.91 -0.07  0.505
H -2.18 -2.06 -1.62  0.459
O 3.16 -0.57 0.46  -0.931
H 4.00 -0.18 0.68  0.470
H 3.11 -0.40 -0.50  0.470

## Properties
HOMO in eV: -8.7
Relative energy (zero: lowest compared OMol25 entry of this formula, charge and spin) in kcal per mole: 28.90
Molar mass in Da: 124.14
Orbital gap in eV: 9.25
Total energy in a.u.: -456.72411